Formula: C3H6N2
Source: OMol25
Level of theory: wB97M-V/def2-TZVPD

```
11
Properties=species:S:1:pos:R:3:lowdin_charge:R:1
C 0.33363 1.24286 -0.34100 -0.276
C -0.29981 -1.35468 -0.23852 -0.206
C -0.33231 -0.23546 0.69246 -0.199
N 0.87796 2.39952 0.39800 0.087
N 1.66960 1.67600 -0.20829 0.049
H -0.33598 1.32393 -1.25516 0.106
H -0.73580 -0.79669 -1.18398 0.094
H -0.93348 -2.21710 0.07670 0.072
H 0.79961 -1.75889 -0.37379 0.109
H 0.35488 -0.21480 1.55536 0.082
H -1.39828 -0.06470 0.87822 0.082
```

Output
Calculated total energy (eV): -6184.32225
Kohn-Sham gap (eV): 10.5
Net charge: 0
HOMO level (eV): -9.95
Energy relative to the best compared isomer or geometry (same formula, charge and spin) (eV): 4.223

Formula: C45H82FIO24S7
Source: OMol25
Level of theory: wB97M-V/def2-TZVPD

```
160
Properties=species:S:1:pos:R:3:lowdin_charge:R:1
C 0.55555 3.94934 4.61048 -0.063
C 0.84867 3.70981 3.07946 -0.253
O 2.22894 3.42175 2.75424 -0.197
C 2.50150 2.02870 2.89228 -0.201
C 2.60591 1.25684 1.50312 -0.089
C 1.35231 0.40440 1.15896 -0.061
C 1.19928 -0.88228 1.84513 -0.006
C 0.01541 -1.74466 1.61550 -0.007
C -1.01342 -1.33964 0.65726 -0.114
C -2.23380 -2.29873 0.45152 -0.033
C -0.84488 -0.05616 -0.07621 -0.107
C -1.96825 0.28072 -1.11869 -0.141
C -3.18926 0.96416 -0.33702 -0.282
C -2.80847 1.43376 1.11913 -0.619
I -4.49165 2.59956 1.91316 0.727
C 0.31410 0.81980 0.18579 -0.040
C 0.42691 2.16006 -0.61188 -0.271
C 1.73964 2.23207 -1.51452 -0.025
F 0.38236 3.30442 0.23236 -0.043
C -0.05419 -3.09961 2.40461 -0.272
O -1.06795 -3.51781 2.91092 0.098
C 1.32354 -3.83601 2.51229 -0.065
C 1.40887 -5.27764 2.40759 -0.013
C 2.72773 -5.90335 2.48976 -0.059
C 3.90727 -5.04673 2.66089 -0.063
C 3.82934 -3.59132 2.78054 -0.003
C 2.51084 -2.98336 2.71672 -0.057
C 2.25047 -1.44237 2.85222 -0.270
O 2.80812 -0.78952 3.70170 0.112
H 1.18554 3.34600 5.30773 0.083
H -0.51360 3.62524 4.78545 0.080
H 0.58796 5.04923 4.79631 0.051
H 0.56364 4.60431 2.45581 0.124
H 0.23781 2.84895 2.67558 0.103
H 3.49496 1.86607 3.40397 0.128
H 1.73397 1.56812 3.57884 0.123
H 3.48124 0.55112 1.57704 0.119
H 2.87879 2.01918 0.73599 0.098
H -1.90502 -3.24643 -0.05002 0.099
H -3.06618 -1.82779 -0.13796 0.068
H -2.67580 -2.51230 1.46423 0.086
H -1.60861 0.90331 -1.97597 0.102
H -2.25970 -0.70913 -1.56930 0.105
H -4.07354 0.27488 -0.27989 0.098
H -3.49818 1.86514 -0.92821 0.093
H -2.66984 0.59297 1.83516 0.049
H -1.95202 2.14780 1.07382 0.034
H -0.42396 2.29378 -1.33370 0.127
H 2.31783 1.27645 -1.50092 0.088
H 1.52148 2.62596 -2.53559 0.065
H 2.38649 3.01254 -1.01427 0.085
H 0.51592 -5.93542 2.27894 0.117
H 2.80857 -7.01713 2.43334 0.104
H 4.90289 -5.54242 2.70192 0.097
H 4.71345 -2.92853 2.90169 0.116
O -8.09519 3.51454 2.70323 -0.309
S -9.50009 3.54170 2.99020 0.583
O -9.99391 3.50842 4.33515 -0.277
O -10.23271 2.39030 2.13843 -0.263
C -9.78312 1.03445 2.28724 -0.250
C -10.22755 0.43473 3.60889 -0.073
C -10.22631 4.92459 2.16647 -0.122
H -8.69772 0.97811 2.17008 0.114
H -10.22477 0.46601 1.46877 0.126
H -9.75106 0.93934 4.45097 0.070
H -9.96552 -0.62394 3.66249 0.066
H -11.30620 0.54207 3.73712 0.087
H -9.88698 4.94131 1.13315 0.075
H -9.89815 5.82433 2.68519 0.077
H -11.30970 4.83873 2.22237 0.074
O -8.37805 -2.91606 2.71738 -0.284
S -7.06374 -2.79252 3.28084 0.578
O -5.91577 -2.50704 2.47006 -0.285
O -6.75522 -4.08807 4.17191 -0.260
C -6.85151 -5.38009 3.55504 -0.258
C -5.68442 -5.64900 2.62538 -0.074
C -7.11290 -1.61355 4.59790 -0.118
H -7.80593 -5.48359 3.03245 0.115
H -6.84337 -6.11373 4.36098 0.113
H -5.69861 -4.97362 1.76861 0.067
H -5.72009 -6.67179 2.24582 0.084
H -4.73697 -5.49416 3.14417 0.074
H -7.95800 -1.83754 5.24538 0.075
H -7.23184 -0.62502 4.15497 0.068
H -6.17523 -1.66102 5.14812 0.076
O -4.45098 -6.43092 5.78066 -0.277
S -3.30101 -6.89390 6.50175 0.590
O -2.79547 -8.22487 6.33539 -0.276
O -3.52165 -6.61341 8.06857 -0.262
C -4.69018 -7.15511 8.69854 -0.261
C -4.57772 -8.65314 8.91122 -0.077
C -1.97154 -5.75854 6.25255 -0.114
H -5.58384 -6.90274 8.12236 0.115
H -4.77997 -6.66105 9.66632 0.122
H -4.55208 -9.18671 7.96053 0.069
H -5.43032 -9.02592 9.48173 0.081
H -3.65717 -8.89776 9.44433 0.085
H -2.33452 -4.74541 6.41037 0.078
H -1.62496 -5.87786 5.22644 0.072
H -1.16800 -5.99996 6.94568 0.076
O 2.69930 3.38267 -4.76417 -0.283
S 3.74076 3.88615 -5.61259 0.587
O 3.53593 5.01668 -6.46648 -0.267
O 4.33390 2.67503 -6.48321 -0.286
C 3.43048 1.91012 -7.30063 -0.258
C 2.99989 2.67786 -8.53487 -0.063
C 5.18176 4.18631 -4.63546 -0.121
H 2.56743 1.58587 -6.71446 0.118
H 3.96730 1.01403 -7.60801 0.088
H 2.40050 3.55005 -8.26945 0.070
H 2.39912 2.04510 -9.19041 0.084
H 3.87037 3.03839 -9.08553 0.078
H 5.37116 3.31993 -4.00495 0.073
H 4.98434 5.06326 -4.02043 0.077
H 6.02293 4.38076 -5.29869 0.074
O 3.10212 -1.26871 -7.81483 -0.278
S 3.45981 -2.64540 -8.00469 0.587
O 4.44663 -3.03916 -8.96538 -0.272
O 2.12393 -3.50020 -8.25017 -0.261
C 1.25576 -3.11262 -9.32529 -0.257
C 1.82774 -3.48657 -10.67969 -0.075
C 3.89357 -3.34857 -6.44390 -0.118
H 1.03603 -2.04368 -9.26948 0.116
H 0.31579 -3.64363 -9.17357 0.122
H 2.73662 -2.92348 -10.89437 0.069
H 1.10808 -3.27590 -11.47262 0.082
H 2.08938 -4.54594 -10.70740 0.086
H 3.13302 -3.08614 -5.71170 0.076
H 4.85665 -2.93135 -6.15247 0.074
H 3.97563 -4.42797 -6.55467 0.076
O 6.34166 1.76374 -9.39909 -0.270
S 7.54224 1.56374 -8.64140 0.591
O 8.55866 2.57061 -8.55687 -0.275
O 8.21964 0.17979 -9.09515 -0.262
C 8.53526 -0.00024 -10.48249 -0.259
C 9.74814 0.81079 -10.89860 -0.077
C 7.11118 1.07570 -6.99890 -0.112
H 7.66787 0.23721 -11.10312 0.116
H 8.74864 -1.06071 -10.61845 0.122
H 9.54803 1.88105 -10.83804 0.069
H 10.03043 0.58050 -11.92748 0.081
H 10.59426 0.60223 -10.24117 0.085
H 6.36545 0.28464 -7.04684 0.070
H 6.70058 1.94708 -6.49193 0.054
H 8.00882 0.73711 -6.48456 0.078
O 2.67311 8.44728 3.52501 -0.274
S 3.16271 7.34010 4.29346 0.590
O 2.31888 6.61863 5.19858 -0.283
O 4.49311 7.79675 5.07389 -0.264
C 4.41646 8.93951 5.93543 -0.263
C 3.68121 8.62919 7.22588 -0.078
C 3.91841 6.17389 3.21255 -0.116
H 3.95740 9.78091 5.41049 0.116
H 5.44308 9.22487 6.16712 0.120
H 2.63114 8.40296 7.03802 0.069
H 3.72373 9.48074 7.90749 0.080
H 4.11722 7.75706 7.71668 0.085
H 4.59304 6.69651 2.53746 0.076
H 3.12426 5.68647 2.64851 0.060
H 4.45341 5.43716 3.80813 0.080
```

Output
Calculated total energy (eV): -183794.07076
Kohn-Sham gap (eV): 8.0
Net charge: 0
SMILES: CCOCCc1c2c(c(C)c(CCCI)c1[C@H](C)F)C(=O)c1ccccc1C2=O.CCOS(C)(=O)=O.CCOS(C)(=O)=O.CCOS(C)(=O)=O.CCOS(C)(=O)=O.CCOS(C)(=O)=O.CCOS(C)(=O)=O.CCOS(C)(=O)=O
HOMO level (eV): -8.82

Formula: C6H13OS
Source: OMol25
Level of theory: wB97M-V/def2-TZVPD

```
21
Properties=species:S:1:pos:R:3:lowdin_charge:R:1
C 0.68270 -2.37128 1.29886 -0.158
C 1.47062 -1.23706 0.66653 -0.387
C 1.84629 -0.09810 1.62132 -0.725
S 0.39973 0.99255 1.96698 0.199
H 1.32474 -3.02810 1.89948 0.056
H 0.12915 -2.92674 0.53841 0.057
H -0.03437 -2.01162 2.03879 0.048
H 2.37535 -1.63382 0.17965 0.085
H 0.83698 -0.78546 -0.10504 0.068
H 2.66913 0.44951 1.16093 0.028
H 2.06795 -0.53026 2.60314 0.019
C -0.69946 2.59239 -0.95188 -0.142
C -1.23180 1.18783 -0.94681 -0.203
C -1.78274 0.55144 -1.97353 -0.227
O -2.47641 -0.63981 -1.76009 -0.053
H 0.30861 2.50782 -0.53532 0.031
H -0.64888 3.08289 -1.92112 0.055
H -1.34033 3.15727 -0.27145 0.070
H -1.14486 0.69214 0.02257 0.012
H -1.72530 0.87805 -3.00761 0.098
H -3.02711 -0.82965 -2.52381 0.069
```

Output
Calculated total energy (eV): -19315.18315
Kohn-Sham gap (eV): 5.5
Net charge: -1
HOMO level (eV): -2.30
Energy relative to the best compared isomer or geometry (same formula, charge and spin) (eV): 0.990